Record 1
Entry from the OMol25 dataset: a structure of composition C16H22BIrN7 at a distorted geometry (ωB97M-V/def2-TZVPD).

Geometry as XYZ:
```
47
Properties=species:S:1:pos:R:3:forces:R:3
C 2.863 -0.559 -0.373 3.46 -0.26 -0.42
H -4.196 -0.930 -1.363 -0.18 0.03 0.11
H -1.695 3.434 -2.043 0.21 0.16 -0.06
H 2.075 -1.114 3.887 -0.07 0.40 -0.28
H 0.611 1.858 2.699 0.10 0.07 0.42
C 1.815 2.008 -3.902 0.89 -1.16 -0.04
C -1.075 3.891 0.780 -0.43 2.65 2.96
H -0.633 4.260 2.898 -0.48 0.13 0.37
C 1.513 -0.619 3.078 0.37 0.46 0.66
B -1.017 2.614 -1.521 0.16 -1.00 0.88
N 1.104 1.152 -1.950 0.20 2.57 -2.42
H 2.161 0.118 2.565 -0.34 -0.36 0.31
C -2.099 -0.769 -0.663 0.03 0.91 -0.62
H 0.681 -0.092 3.566 0.12 -0.03 -0.08
C 0.452 -3.705 1.395 0.23 0.96 1.57
H 3.431 0.036 -1.104 0.68 -0.18 0.91
C -0.619 3.613 2.050 -0.46 0.77 -0.05
H 1.006 -3.413 3.524 0.07 -0.33 0.59
H 0.350 -2.220 -1.742 -0.17 -0.65 0.38
H 3.159 -0.442 0.707 0.43 0.10 -0.89
N -1.163 0.193 -0.786 -1.02 -0.23 0.13
N 0.734 -1.519 0.872 -0.18 1.16 -0.51
N -0.577 2.989 -0.074 1.71 -3.60 -2.78
H 1.168 1.817 0.438 0.35 2.30 0.07
H 0.232 3.613 -3.928 0.09 -0.40 0.12
N 0.297 2.273 -2.294 0.74 -0.76 -0.65
H -1.560 4.775 0.417 -0.18 0.10 -0.08
C -3.060 0.942 -1.693 0.90 -0.12 0.16
N -1.779 1.256 -1.408 0.36 -0.34 0.06
C 0.135 -3.060 -1.046 -0.13 -0.04 -0.61
C 0.386 -2.739 0.359 0.78 0.38 0.56
C -3.303 -0.346 -1.246 0.45 -0.07 0.12
C 0.062 2.426 1.985 0.00 0.59 2.72
H 0.727 -3.964 -1.291 -0.23 0.52 -0.12
H -3.647 1.648 -2.251 -0.27 0.03 0.12
C 2.009 1.001 -2.964 -0.81 0.77 -0.57
C 0.838 -3.023 2.552 -0.74 -1.14 -1.57
H 2.678 0.148 -2.948 0.05 0.42 -0.14
C 1.001 -1.662 2.200 0.10 -0.64 -0.73
C 0.708 2.737 -3.487 -0.09 0.07 1.42
H 0.223 -4.737 1.235 0.01 -0.39 0.21
H 2.448 2.169 -4.760 -0.25 0.04 -0.11
H -1.891 -1.697 -0.173 0.03 -0.10 0.10
N 0.123 2.033 0.675 -0.15 -0.89 -3.23
H 3.059 -1.611 -0.612 -0.61 0.02 -0.02
Ir 1.125 0.198 -0.312 -6.10 -3.00 1.28
H -0.924 -3.361 -1.137 0.38 0.08 -0.25
```
Positions in Å, forces in eV/Å.

Properties
- E_tot (eV) = -30872.3102
- net charge = +2
- strongest force on any atom (eV/Å) = 6.92
- multiplicity = 6
- HOMO (spin up / spin down) (eV) = -12.07 / -15.27
- energy above the lowest of the compared OMol25 structures with the same formula, charge and spin (kcal/mol) = 49.1

=====

Record 2
Entry from the OMol25 dataset: a structure of composition C31H25FeN5P2S2 (ωB97M-V/def2-TZVPD).

Geometry as XYZ:
```
66
Properties=species:S:1:pos:R:3:forces:R:3
H 1.547 4.076 -1.897 0.00 0.00 0.00
H 6.636 0.204 0.922 0.00 0.00 -0.01
H 0.912 1.943 1.764 -0.01 0.00 0.01
H -3.767 3.240 -4.105 0.00 0.00 -0.01
C -1.926 -3.151 1.071 0.01 0.02 0.02
H -4.751 -0.209 -3.270 0.00 0.00 0.00
C 4.269 -1.683 0.873 -0.02 -0.10 0.01
C -0.409 -1.752 2.322 0.03 0.01 0.01
C -4.337 -0.124 -2.274 0.00 0.01 -0.01
S 2.180 0.833 -2.320 -0.04 0.11 0.03
C -1.382 -3.697 3.347 -0.02 -0.02 -0.01
C 1.189 2.890 -0.135 0.00 0.01 0.03
N 5.757 -0.252 0.735 0.00 -0.02 0.01
H -2.874 0.156 1.290 -0.01 0.00 0.00
C 1.859 -4.934 1.562 0.00 -0.01 0.02
H -0.099 1.043 -3.884 0.01 0.01 -0.01
N 2.299 -2.892 0.454 -0.01 -0.04 -0.01
C -2.520 -0.463 -0.744 0.02 0.03 0.01
H -2.048 1.836 -5.187 0.00 0.00 0.00
C 1.565 4.049 -0.813 0.00 -0.01 0.00
C -2.915 2.894 -3.535 -0.01 0.00 -0.01
H -2.458 -3.369 0.152 -0.01 -0.01 0.00
C -0.725 2.022 -2.080 -0.01 0.02 0.00
C 4.782 0.125 -0.091 -0.06 -0.01 0.05
H 1.210 -5.787 1.713 0.00 -0.01 0.00
C 1.206 2.851 1.253 0.03 -0.01 -0.01
C 1.961 5.165 -0.097 0.00 0.00 0.00
P -0.862 -1.039 -0.343 -0.03 -0.06 0.08
C -2.792 3.246 -2.196 -0.01 -0.03 0.00
C 1.602 3.975 1.967 0.00 0.00 0.00
C -1.087 -2.038 1.145 -0.05 -0.05 -0.06
H -0.035 -2.362 4.345 0.00 0.00 0.00
C -3.045 -0.567 -2.026 0.01 0.00 -0.01
N 5.451 -1.408 1.360 -0.01 0.04 0.01
H -2.448 -0.995 -2.821 -0.01 -0.01 0.00
C 1.515 -3.948 0.644 0.02 0.01 0.01
C -5.094 0.423 -1.250 0.00 0.01 0.01
H 4.682 -3.769 2.649 0.01 0.00 0.00
H 0.241 -0.886 2.363 -0.01 -0.01 0.02
H -2.719 -4.844 2.115 0.00 0.00 0.00
H -5.162 0.955 0.830 0.00 0.00 0.00
C -1.697 2.815 -1.468 0.01 -0.01 0.00
H -3.546 3.861 -1.724 0.00 0.01 0.00
N 2.970 -4.877 2.283 -0.02 0.00 -0.02
H -6.103 0.761 -1.447 0.00 0.00 0.00
C -0.560 -2.585 3.425 0.01 0.02 0.01
C -3.282 0.088 0.287 0.01 0.00 0.01
H 1.613 3.952 3.049 0.00 0.00 0.00
C -1.951 2.104 -4.143 0.01 0.00 -0.01
S -0.069 -2.190 -1.828 -0.02 0.03 0.03
C 3.431 -2.845 1.167 0.05 0.04 -0.02
Fe 1.837 -0.997 -0.818 -0.02 -0.29 0.00
H 2.285 6.001 1.851 0.00 0.00 0.00
H 4.782 1.017 -0.696 0.01 0.01 -0.02
C 1.979 5.126 1.293 0.00 0.01 0.01
C -0.855 1.661 -3.417 0.01 0.01 0.03
H 2.253 6.066 -0.618 0.00 0.00 0.00
H 0.607 -4.003 0.060 0.00 0.01 -0.02
C -4.567 0.533 0.032 0.00 0.00 -0.02
N 3.814 -0.771 -0.027 0.08 0.17 -0.04
C -2.070 -3.980 2.170 0.02 0.01 0.02
H -1.496 -4.346 4.206 0.00 0.00 0.00
H -1.589 3.104 -0.429 -0.01 0.00 0.00
P 0.668 1.458 -1.087 0.06 -0.13 0.06
C 3.764 -3.833 2.079 -0.02 0.01 0.01
C 0.377 0.119 -0.010 -0.02 0.21 -0.21
```
Positions in Å, forces in eV/Å.

Properties
- E_tot (eV) = -114635.2007
- net charge = +1
- strongest force on any atom (eV/Å) = 0.30
- multiplicity = 6
- HOMO (spin up / spin down) (eV) = -10.64 / -11.25
- energy above the lowest of the compared OMol25 structures with the same formula, charge and spin (kcal/mol) = 0.0

=====

Record 3
Entry from the OMol25 dataset: a structure of composition C18H26InN4O5 at a distorted geometry (ωB97M-V/def2-TZVPD).

Geometry as XYZ:
```
54
Properties=species:S:1:pos:R:3:forces:R:3
H -1.979 1.390 -2.917 -0.15 -0.04 0.00
N 1.813 5.627 0.018 -0.22 -0.14 -0.11
H -2.698 -2.737 0.303 -0.08 0.01 0.00
C -2.214 -0.587 -3.395 -0.12 0.50 0.42
O -6.558 -3.027 0.586 0.31 0.09 -0.06
H 1.516 2.531 -1.653 0.16 0.27 -0.22
O 2.227 -3.118 -0.002 -0.29 -2.52 0.62
H -2.738 -1.004 -1.324 0.22 0.14 0.37
C 2.872 5.531 1.037 0.10 -0.02 0.12
H 3.384 6.084 4.318 -0.03 0.00 0.00
H 6.111 4.669 1.339 -0.01 -0.02 -0.02
C 1.357 -1.420 -2.202 -0.58 0.70 0.68
H 3.127 -1.498 1.710 -0.33 -0.11 0.28
C 3.592 5.808 3.293 0.10 -0.03 -0.06
C 4.860 5.373 2.932 0.02 0.00 0.01
H -4.395 -6.978 2.201 -0.02 0.00 0.00
H -1.117 -4.497 0.993 0.00 0.05 -0.03
C -4.426 -3.887 0.869 0.15 -0.20 0.07
C -4.025 -6.049 1.786 0.12 0.03 -0.02
N -1.406 0.567 -3.056 0.40 0.08 0.20
H -1.963 -6.622 1.934 0.00 0.00 0.00
H -1.529 -1.395 -3.632 0.17 -0.25 -0.19
H 5.643 5.315 3.677 -0.01 -0.01 0.00
C -3.068 -3.665 0.719 0.17 0.20 -0.10
H -0.874 -0.496 0.010 0.08 -0.01 0.02
H 1.600 6.224 2.618 -0.05 -0.03 -0.14
H -3.386 -2.131 -2.491 -0.17 -0.32 0.06
H -5.982 -5.216 1.516 -0.03 0.13 -0.06
C 1.086 2.024 -0.803 -0.38 -0.66 -0.25
N 2.509 -1.076 1.027 0.23 0.28 -0.08
H 4.325 4.802 -0.360 -0.15 0.01 -0.03
C 2.701 -1.344 -1.441 -0.90 0.13 -0.59
O -4.855 -1.848 -0.051 -0.53 0.07 0.14
H 0.429 2.692 -0.266 -0.34 0.36 0.09
C -4.919 -5.063 1.402 -0.18 -0.16 0.07
H 1.483 -1.318 -3.265 0.17 0.08 -0.49
H 1.563 -1.020 1.395 0.03 0.06 0.18
C 2.588 5.888 2.341 -0.13 0.09 0.21
C 2.468 -1.968 -0.105 0.53 1.88 -0.56
H 0.860 -2.358 -1.992 0.04 -0.42 -0.13
C 5.125 5.012 1.619 -0.05 0.05 0.11
In -0.034 0.201 -1.450 0.22 0.04 0.08
O 2.097 5.286 -1.110 -0.08 0.24 0.15
H 1.865 1.732 -0.114 0.40 -0.18 0.19
O 0.723 6.038 0.379 0.28 -0.05 -0.12
C -2.659 -5.847 1.637 -0.03 0.01 0.00
H 3.469 -1.875 -1.990 0.43 -0.29 0.08
H -2.820 -0.390 -4.284 0.01 -0.07 -0.34
C 4.125 5.088 0.662 0.20 -0.09 -0.16
C -2.181 -4.656 1.107 -0.02 -0.14 0.06
N -5.359 -2.835 0.435 0.08 -0.05 0.01
H -4.120 -0.571 -2.326 -0.24 0.39 0.11
C -3.168 -1.080 -2.306 -0.03 -0.49 -0.66
H 2.956 -0.307 -1.330 0.50 0.40 0.11
```
Positions in Å, forces in eV/Å.

Properties
- E_tot (eV) = -40453.2406
- net charge = -1
- strongest force on any atom (eV/Å) = 2.61
- HOMO (eV) = -3.89

=====

Record 4
Entry from the OMol25 dataset: an isolated molecule of C6H6O2 at a distorted geometry (ωB97M-V/def2-TZVPD).

Geometry as XYZ:
```
14
Properties=species:S:1:pos:R:3:forces:R:3
C 0.835 0.190 -0.915 -2.66 -0.66 0.09
H -1.533 -0.825 0.852 0.03 -1.01 -0.14
C -1.429 0.564 -0.821 5.25 -4.42 -0.66
H 2.473 -0.556 1.780 -2.70 -0.20 -1.10
C 0.532 -0.044 0.587 -1.70 1.71 -3.86
H 1.683 -0.186 -1.330 2.60 -0.82 -0.98
H -1.278 0.733 1.388 0.07 0.25 -0.23
H -0.731 0.583 -2.765 0.95 -0.37 -0.98
C -0.472 0.143 -1.824 -2.33 3.85 6.23
H -2.367 0.972 -0.868 -2.23 0.90 -0.71
C 1.320 -0.882 1.447 3.49 -1.11 1.87
O 1.004 1.217 0.036 0.32 -0.56 0.29
C -0.975 0.048 0.582 -0.89 1.74 0.42
O 0.938 -1.957 1.851 -0.22 0.72 -0.25
```
Positions in Å, forces in eV/Å.

Properties
- E_tot (eV) = -10409.9804
- strongest force on any atom (eV/Å) = 7.69
- HOMO (eV) = -9.74
- energy above the lowest of the compared OMol25 structures with the same formula, charge and spin (kcal/mol) = 79.1

=====

What is the formula in the fourth record? C6H6O2